# C20H28DyO14S5

C20H28DyO14S5 as an isolated structure (wB97M-V/def2-TZVPD, the OMol25 dataset).

Each line ends with the Löwdin spin population.
Geometry (Å):
Dy -0.64513 -0.14998 0.81673  5.08
O -3.48898 1.67512 3.62195  0.00
S -2.60260 1.54003 2.49426  0.00
O -2.96954 0.54321 1.47730  -0.01
O -1.18680 1.34050 2.88795  -0.01
C -2.74002 3.11936 1.54468  0.00
C -3.61026 4.02787 2.12485  0.00
C -4.04089 5.16865 1.45911  0.00
C -3.64588 5.42083 0.17227  0.00
C -2.73741 4.55645 -0.40990  0.00
C -2.24304 3.44406 0.26347  0.00
S -0.93489 2.60389 -0.60819  0.00
O 0.02214 2.33126 0.47532  -0.01
O -0.41150 3.53437 -1.59098  0.00
O -1.45542 1.34725 -1.13518  -0.01
H -4.00090 3.78512 3.10524  0.00
H -4.72871 5.84118 1.95670  0.00
H -3.99788 6.30588 -0.33859  0.00
H -2.33682 4.73986 -1.40967  0.00
O 0.31834 -3.79751 2.98041  0.00
S -0.33039 -2.99946 1.96914  0.00
O 0.54932 -2.35814 0.97238  -0.01
O -1.22589 -1.95103 2.48778  -0.01
C -1.36188 -4.12404 1.00607  0.00
C -1.83475 -5.20480 1.74155  0.00
C -2.63114 -6.18903 1.17169  0.00
C -2.91059 -6.09092 -0.17491  0.00
C -2.50084 -4.96517 -0.87797  0.00
C -1.78243 -3.93012 -0.30659  0.00
S -1.79329 -2.38935 -1.34625  0.00
O -2.34577 -1.40015 -0.42250  -0.01
O -2.57623 -2.71502 -2.53251  0.00
O -0.40198 -2.06584 -1.68272  0.00
H -1.53449 -5.27270 2.77955  0.00
H -2.97970 -7.01160 1.80681  0.00
H -3.47353 -6.86541 -0.67146  0.00
H -2.79060 -4.82097 -1.89656  0.00
C 1.55467 -2.25529 -4.27212  0.00
C 2.67795 -1.31489 -3.86651  0.00
C 2.69272 -1.08706 -2.34679  0.00
S 1.50862 0.22908 -1.86532  0.00
O 1.37621 0.09057 -0.33720  -0.01
C 2.38755 1.86721 -2.18661  0.00
C 3.10097 2.42221 -0.95210  0.00
C 4.48669 1.75160 -0.74467  0.00
H 1.56361 -2.50071 -5.34122  0.00
H 0.57362 -1.81808 -4.03573  0.00
H 1.57860 -3.20052 -3.71665  0.00
H 2.56631 -0.34216 -4.36503  0.00
H 3.65828 -1.64810 -4.18916  0.00
H 3.66841 -0.80354 -1.96483  0.00
H 2.31687 -1.93145 -1.78014  0.00
H 1.57792 2.49689 -2.54735  0.00
H 3.08042 1.68208 -3.01492  0.00
H 2.48953 2.24134 -0.07463  0.00
H 3.19378 3.50817 -1.01544  0.00
H 4.38334 0.72643 -0.41129  0.00
H 5.05536 2.26805 0.03513  0.00
H 5.10704 1.76581 -1.64983  0.00
C 2.28310 1.85839 3.07477  0.00
C 2.34131 0.38833 2.73962  0.00
O 1.05548 -0.22459 2.71086  -0.01
H 3.29781 2.25321 3.20574  0.00
H 1.72501 2.01474 4.00126  0.00
H 1.77643 2.43735 2.29990  0.00
H 2.96193 -0.16413 3.45781  0.00
H 2.76154 0.22598 1.75201  0.00
H 0.55931 0.03946 3.48919  0.00

Forces on atoms 1 to 3 (eV/Å):
-0.15 -0.46 0.10
0.13 -0.03 -0.50
0.27 0.73 0.14

- spin multiplicity = 6
- energy relative to the best compared isomer or geometry (same formula, charge and spin) (eV) = 0.0424
- E_HOMO (alpha / beta) (Eh) = -0.2540 / -0.2541
- orbital gap (alpha / beta) (eV) = 9.21 / 9.21
- net charge = -1
- <S²> = 9.332



# C20H28F24NbO8P2

C20H28F24NbO8P2 as an isolated structure (wB97M-V/def2-TZVPD, the OMol25 dataset).

Each line ends with the Mulliken charge.
Geometry (Å):
C -2.06103 -1.81569 0.72360  -0.67
Nb -1.52387 0.25806 -0.17678  -0.40
C -0.87573 2.15234 -1.24577  -0.38
C 0.44599 2.90398 -0.65020  -0.46
C 1.30148 2.06785 0.46639  0.13
C 2.66285 2.99096 0.77316  0.18
O 3.51628 2.60603 1.74353  -0.60
O 2.93959 4.26370 0.04003  -0.44
P -3.91434 1.11224 0.24235  -0.20
P -3.93294 3.06767 1.20253  0.93
O -5.48677 3.46640 1.36918  -0.69
O -3.20963 4.35725 0.28401  -0.52
O -3.25596 3.11003 2.81040  -0.51
H -3.02653 -1.78528 1.38371  0.32
H -1.08860 -2.11465 1.34804  0.19
H -2.10590 -2.60623 -0.15902  -0.02
H -2.14201 -0.35695 -1.80169  0.17
H 0.14104 -0.42957 -0.47265  0.10
H -1.10309 0.86886 1.47205  0.04
H -0.61731 1.84424 -2.36983  0.12
H -1.80855 2.87240 -1.33605  0.24
H 0.12217 3.95129 -0.22717  0.12
H 1.19728 3.14363 -1.54663  0.26
H 1.67198 1.01080 0.12865  0.08
H 0.72019 2.05813 1.50768  0.10
H 3.90862 4.48359 0.21437  0.35
H -4.44257 0.18227 1.23521  0.05
H -2.42501 4.76650 0.76227  0.26
H -2.77408 4.00037 2.93606  0.26
C 2.72649 1.51112 7.51262  -0.68
C 2.42215 0.07527 7.05975  0.85
C 3.60421 -0.89190 7.11261  0.10
F 4.66142 -0.47399 6.38545  -0.19
F 3.25248 -2.10544 6.60829  -0.28
F 1.86109 0.11212 5.82301  -0.24
F 1.44597 -0.41308 7.89052  -0.34
O 3.05538 2.45518 6.48574  -0.39
C 4.40622 2.40888 6.02384  0.67
C 4.54145 1.85985 4.60018  0.49
F 3.92141 0.66275 4.44738  -0.23
F 5.84498 1.66455 4.27084  -0.29
F 5.15018 1.73101 6.93151  -0.28
F 4.85781 3.69305 6.06351  -0.30
H 1.79689 1.90121 7.94551  0.41
H 3.44593 1.54520 8.33981  0.32
H 3.93767 -1.04673 8.14321  0.28
H 4.10643 2.55394 3.87130  0.14
C -4.58512 0.28925 -6.80471  -0.66
C -3.34962 0.87780 -7.50223  0.85
C -2.00277 0.42045 -6.94336  0.08
F -1.86213 0.67925 -5.62642  -0.13
F -0.98129 1.06600 -7.56831  -0.30
F -3.45245 2.23241 -7.51329  -0.28
F -3.40689 0.49527 -8.81828  -0.34
O -5.17717 1.07977 -5.76622  -0.42
C -4.53108 1.00014 -4.49481  0.73
C -3.79821 2.28779 -4.10571  0.14
F -2.94462 2.70844 -5.07280  -0.23
F -3.05308 2.10898 -2.98384  -0.05
F -3.73184 -0.09436 -4.48414  -0.24
F -5.51722 0.74433 -3.59109  -0.31
H -5.36889 0.22393 -7.56966  0.41
H -4.43056 -0.74868 -6.48563  0.31
H -1.85877 -0.65314 -7.09826  0.25
H -4.51012 3.09982 -3.91576  0.18
C 1.60930 -6.33095 -0.76446  -0.65
C 2.90913 -5.61681 -1.16425  0.86
C 3.24370 -4.36492 -0.35412  0.07
F 2.26602 -3.43544 -0.39048  -0.16
F 4.35972 -3.76138 -0.84500  -0.29
F 2.87754 -5.35624 -2.49720  -0.28
F 3.93334 -6.51253 -0.99021  -0.34
O 0.43313 -5.99541 -1.51141  -0.43
C -0.21516 -4.78492 -1.11809  0.71
C -0.07910 -3.66145 -2.15049  0.14
F 1.21126 -3.44212 -2.50786  -0.21
F -0.54968 -2.48478 -1.66081  -0.08
F 0.23061 -4.43654 0.11347  -0.23
F -1.52991 -5.10154 -0.95745  -0.31
H 1.76508 -7.39601 -0.97678  0.41
H 1.42709 -6.29384 0.31648  0.30
H 3.43780 -4.61639 0.69297  0.26
H -0.63976 -3.89934 -3.06228  0.18

Forces on atoms 1 to 3 (eV/Å):
0.80 -1.09 -0.31
0.85 -0.82 -0.55
0.69 0.64 -1.51

- E_HOMO (Eh) = -0.1793
- orbital gap (eV) = 6.65
- net charge = -1



# C20H28FN5O6P3

A 3-piece molecular cluster, C20H28FN5O6P3 overall (wB97M-V/def2-TZVPD, the OMol25 dataset).

Each line ends with the Mulliken charge.
Geometry (Å):
C 2.88412 -0.58237 1.98645  -0.89
C 1.78880 -1.32032 1.45410  -0.29
C 1.77173 -2.09208 0.05121  -0.02
C 0.63402 -1.36778 -0.89403  0.86
C -0.19884 -0.16557 -0.17892  -0.83
C -1.33806 0.48326 -1.13658  -0.75
P 1.50675 -0.82003 -2.49156  0.49
O 1.33104 0.67994 -2.83167  -0.63
C -0.36017 -2.66040 -0.95152  -0.51
P -2.14764 -2.80704 -1.59599  0.17
N -3.28443 -2.53868 -0.23712  -0.53
O -2.36255 -4.42254 -2.21634  -0.45
N 0.19164 -3.79514 -0.46081  0.17
C 1.63206 -3.68842 0.00825  0.14
C 2.38885 -4.44061 -1.23770  0.01
O 2.85127 -3.77215 -2.20047  -0.52
N 2.59961 -5.92554 -1.25333  -0.11
C 1.31687 -6.64812 -1.25216  0.44
O 0.79051 -7.16352 -0.22785  -0.35
F 0.53222 -6.78753 -2.46328  -0.23
P 2.19338 -4.75191 1.49035  0.36
O 3.89302 -4.94127 1.35050  -0.46
O 1.71750 -4.08116 2.99604  -0.49
H 3.95690 -0.62577 1.59052  0.25
H 2.67391 0.14912 2.85295  0.26
H 0.82733 -1.33050 2.09881  0.25
H 2.80404 -1.86394 -0.38966  0.61
H 0.49050 0.71429 0.12812  0.42
H -0.76696 -0.59998 0.73481  0.32
H -1.16647 0.26152 -2.25519  0.33
H -2.35686 -0.00035 -0.87869  0.34
H -1.35850 1.60662 -0.90445  0.00
H 1.09528 -1.57705 -3.65923  0.12
H 2.94031 -1.03686 -2.37832  0.13
H -4.05152 -3.21097 -0.41138  0.32
H -2.81655 -2.70872 0.66964  0.27
H -2.45942 -5.06956 -1.47597  0.30
H -0.41952 -4.62667 -0.51054  0.36
H 3.17207 -6.19623 -2.08204  0.42
H 4.24727 -4.06310 1.05175  0.37
H 2.57793 -3.90635 3.47220  0.35
N -3.32933 3.54485 0.32019  -0.45
C -2.62609 4.33386 -0.51302  0.07
C -3.16501 4.94496 -1.63401  -0.55
C -4.50569 4.72969 -1.91899  -0.28
C -5.25457 3.91893 -1.07806  -0.37
C -4.62556 3.35584 0.02045  -0.24
H -1.58139 4.46898 -0.24996  0.31
H -2.55190 5.57297 -2.26851  0.38
H -4.96303 5.18982 -2.78833  0.38
H -6.30325 3.72948 -1.27117  0.37
H -5.17042 2.71778 0.70930  0.37
N 0.71056 4.30507 1.49286  -0.29
C 1.20712 5.38064 0.85817  -0.13
C 1.73145 6.48605 1.50824  -0.55
C 1.74233 6.48752 2.89567  -0.15
C 1.23406 5.39084 3.57745  -0.49
C 0.73508 4.33241 2.83596  -0.20
H 1.17356 5.33389 -0.22573  0.36
H 2.12090 7.32465 0.94449  0.37
H 2.14328 7.33524 3.44077  0.36
H 1.22640 5.35903 4.65993  0.37
H 0.33006 3.45099 3.32341  0.37

Forces on atoms 1 to 3 (eV/Å):
-2.25 -1.22 -1.05
1.68 0.68 1.72
1.89 1.57 0.19

- E_HOMO (Eh) = -0.4140
- orbital gap (eV) = 6.02
- net charge = +1



# C20H28INO5Si2

C20H28INO5Si2 as an isolated structure (wB97M-V/def2-TZVPD, the OMol25 dataset).

Each line ends with the Mulliken charge.
Geometry (Å):
O -1.16622 -3.25414 -0.68130  -0.43
C -0.06164 -2.86957 -0.95630  0.27
O 0.18159 -2.05009 -2.07372  -0.54
Si -0.10660 -0.42489 -1.56401  0.62
C 1.41665 0.61676 -1.98734  -0.44
C 1.32292 2.12898 -1.48975  -1.02
C 1.15214 2.07656 0.09133  0.17
N 1.77329 3.24008 0.79529  -0.39
C 0.71427 3.99726 1.50636  -0.85
C 0.21253 3.35056 2.83896  0.47
C -0.44128 2.05548 2.98137  0.04
C -0.93030 1.51452 4.25984  -0.75
C -0.76712 2.31680 5.46669  -0.34
C -0.10659 3.61126 5.37100  -0.47
C 0.37696 4.13021 4.08453  0.27
O 0.99272 5.39434 4.12138  -0.54
O -1.59303 0.22720 -2.07389  -0.19
Si -1.78508 0.33805 -3.76335  0.36
O -0.36061 0.69914 -4.62434  -0.54
C -2.59409 -1.17292 -4.58948  -0.76
C -2.95091 -2.37475 -3.62998  -0.45
C -4.11675 -2.03009 -2.60752  -1.01
I -4.66505 -3.84282 -1.50191  -0.04
C 1.07732 -3.28790 0.01751  0.47
C 2.06971 -2.36912 0.55947  0.34
C 3.15991 -2.78669 1.44895  -0.66
C 3.26459 -4.19391 1.81877  -0.33
C 2.26391 -5.13510 1.32728  -0.49
C 1.19183 -4.69394 0.44565  -0.49
H -0.17457 -0.47524 -0.08745  -0.11
H 2.27608 0.16425 -1.40429  0.48
H 1.73670 0.54747 -3.06470  0.43
H 2.30875 2.63217 -1.69392  0.37
H 0.49069 2.69889 -1.97105  0.14
H 0.04383 2.12624 0.27808  0.11
H 1.61135 1.14409 0.52449  0.09
H 2.37831 2.84455 1.51906  0.32
H -0.12449 4.25116 0.79872  0.33
H 1.16116 4.99439 1.78780  0.36
H -0.62287 1.40893 2.09113  0.17
H -1.43561 0.51806 4.24724  0.37
H -1.15392 1.90223 6.42846  0.32
H -0.01071 4.21835 6.30701  0.35
H 1.84900 5.23704 4.55656  0.34
H -2.69765 1.47915 -3.99420  -0.25
H -0.14870 -0.07543 -5.17350  0.34
H -1.94002 -1.49830 -5.44432  0.35
H -3.56378 -0.83292 -5.05697  0.34
H -3.38109 -3.18867 -4.28726  0.49
H -2.07752 -2.83676 -3.11114  0.16
H -5.03159 -1.78454 -3.20293  0.52
H -3.79522 -1.21354 -1.91932  0.37
H 2.03134 -1.28470 0.31063  -0.06
H 3.89059 -2.02138 1.80347  0.36
H 4.10888 -4.51487 2.46634  0.34
H 2.30253 -6.21302 1.61318  0.33
H 0.44346 -5.43886 0.08741  0.36

Forces on atoms 1 to 3 (eV/Å):
0.37 0.23 -0.72
0.03 -0.73 1.04
-0.07 0.42 1.98

- E_HOMO (Eh) = -0.3235
- orbital gap (eV) = 9.03
- net charge = 0



# C20H28N2O2

An isolated molecule of C20H28N2O2 (wB97M-V/def2-TZVPD, the OMol25 dataset).

Each line ends with the Mulliken charge.
Geometry (Å):
O -1.97610 1.42807 -1.22037  -0.67
C -0.86552 1.87162 -1.41273  -0.13
N -0.63599 3.09680 -1.93823  -0.08
C -1.68696 4.07744 -2.07404  -0.79
C -1.65179 5.09418 -0.91924  -1.17
C -1.71962 4.35878 0.38929  0.62
C -2.94079 3.93700 0.89775  -0.32
C -2.99807 3.18189 2.05416  -0.59
C -1.83290 2.83374 2.71591  -0.50
C -0.61132 3.25312 2.22026  -0.62
C -0.55705 4.01083 1.06377  -0.17
C 0.41288 1.07947 -1.15387  0.81
C 1.10414 0.65701 -2.45588  -0.74
C 1.65960 -0.73171 -2.15689  0.42
O 2.46973 -1.33522 -2.82552  -0.71
N 1.08532 -1.17230 -1.02165  0.26
C 1.33318 -2.49851 -0.49037  -0.28
C 0.06720 -3.35215 -0.58911  -0.66
C 0.25348 -4.79102 -0.11022  -0.96
C 0.35623 -4.90156 1.41209  -0.59
C 1.77371 -4.76793 1.97606  -0.74
C 2.65287 -3.70188 1.31480  -0.96
C 1.91923 -2.41785 0.92434  -0.73
C 0.13007 -0.25218 -0.44838  -1.08
H 0.31262 3.43211 -1.99593  0.30
H -2.62803 3.52430 -2.05213  0.36
H -1.58568 4.58833 -3.03570  0.39
H -0.73029 5.67813 -0.97810  0.36
H -2.49919 5.77233 -1.02593  0.42
H -3.85163 4.19755 0.37864  0.39
H -3.95414 2.85736 2.43714  0.39
H -1.87692 2.23783 3.61555  0.40
H 0.30234 2.98804 2.73311  0.42
H 0.40140 4.34014 0.68423  0.39
H 1.08954 1.69065 -0.54954  0.44
H 0.38632 0.56012 -3.27363  0.35
H 1.89809 1.32896 -2.77687  0.38
H 2.09617 -2.91880 -1.15762  0.43
H -0.73138 -2.88684 -0.00642  0.25
H -0.24628 -3.36051 -1.63592  0.36
H 1.13252 -5.23213 -0.58115  0.43
H -0.61618 -5.36343 -0.44100  0.41
H -0.03281 -5.87202 1.72896  0.37
H -0.29032 -4.14335 1.85851  0.32
H 2.28678 -5.72790 1.88430  0.35
H 1.68836 -4.55137 3.04380  0.32
H 3.45802 -3.45721 2.01118  0.37
H 3.12397 -4.11517 0.42138  0.39
H 2.63201 -1.58942 0.93428  0.47
H 1.13768 -2.19678 1.65212  0.33
H -0.90198 -0.55954 -0.65876  0.28
H 0.25749 -0.17900 0.63353  0.32

Forces on atoms 1 to 3 (eV/Å):
-0.33 -0.11 0.07
0.57 -0.23 0.07
0.10 0.41 -0.27

- energy relative to the best compared isomer or geometry (same formula, charge and spin) (eV) = 0.3112
- E_HOMO (Eh) = -0.3274
- orbital gap (eV) = 9.47
- net charge = 0
- SMILES = O=C(NCCc1ccccc1)[C@@H]1CC(=O)N(C2CCCCCC2)C1



# C20H28N2O3

An isolated molecule of C20H28N2O3 (wB97M-V/def2-TZVPD, the OMol25 dataset).

Each line ends with the Mulliken charge.
Geometry (Å):
C -1.76239 -3.90351 -0.99377  -0.97
C -0.92574 -4.30312 0.21611  -0.29
C 0.58143 -4.19592 -0.02299  -1.10
C 1.11575 -2.76549 -0.11624  -0.30
C 0.95876 -1.99044 1.19668  -0.53
C 2.02004 -0.90720 1.40095  -1.29
C 1.91894 0.29173 0.44274  0.38
C 0.76878 1.20138 0.81447  -0.67
N -0.42901 1.21222 0.40761  -0.78
N -0.88566 0.31664 -0.48904  0.28
C -2.17176 0.24307 -0.94386  0.35
O -2.46358 -0.65849 -1.70942  -0.65
C -3.15114 1.24881 -0.46773  0.43
C -2.82351 2.57924 -0.22775  -0.16
C -3.80528 3.46637 0.17594  -0.68
C -5.11175 3.03848 0.34454  -0.38
C -5.44450 1.71695 0.09428  -0.52
C -4.47105 0.82813 -0.31877  -0.49
C 1.24858 2.27136 1.75439  -0.53
C 2.76681 2.08594 1.84422  -1.07
C 3.12417 1.23589 0.62203  0.15
C 3.26285 2.10488 -0.61506  0.13
O 3.05622 3.28705 -0.67033  -0.60
O 3.64387 1.37038 -1.66845  -0.29
C 3.78566 2.06628 -2.90007  -0.72
H -1.68837 -2.84216 -1.21271  0.14
H -2.81113 -4.12608 -0.81108  0.36
H -1.44638 -4.45972 -1.87406  0.30
H -1.20797 -3.69335 1.07611  0.25
H -1.15169 -5.34316 0.46659  0.33
H 0.82540 -4.72145 -0.94963  0.39
H 1.10450 -4.70653 0.79041  0.37
H 2.17837 -2.81936 -0.36924  0.37
H 0.61081 -2.25573 -0.93874  0.27
H -0.03749 -1.55138 1.26913  0.18
H 1.05934 -2.69746 2.02429  0.50
H 1.94736 -0.54006 2.42656  0.35
H 3.00672 -1.36213 1.27955  0.36
H 1.86430 -0.07119 -0.58704  0.87
H -0.26404 -0.40569 -0.85645  0.19
H -1.81015 2.92018 -0.36316  0.46
H -3.54921 4.49983 0.35787  0.39
H -5.87222 3.73621 0.66388  0.38
H -6.46413 1.38225 0.21610  0.38
H -4.71351 -0.20245 -0.53104  0.43
H 0.99721 3.24693 1.33821  0.31
H 0.75552 2.19197 2.72338  0.34
H 3.04846 1.56150 2.75674  0.38
H 3.28825 3.04104 1.81880  0.47
H 4.05489 0.67732 0.74347  0.68
H 2.83137 2.50416 -3.19955  0.31
H 4.11472 1.33054 -3.62904  0.25
H 4.52254 2.86535 -2.79982  0.29

Forces on atoms 1 to 3 (eV/Å):
0.09 0.01 0.24
0.12 -0.13 -0.19
-0.14 0.12 0.00

- energy relative to the best compared isomer or geometry (same formula, charge and spin) (eV) = 1.7271
- E_HOMO (Eh) = -0.3296
- orbital gap (eV) = 9.65
- net charge = 0
- SMILES = CCCCCC[C@H]1/C(=N\NC(=O)c2ccccc2)CC[C@@H]1C(=O)OC